# C8H22NO2PS

2 unconnected molecules or ions with the total composition C8H22NO2PS (the ωB97M-V functional and the def2-TZVPD basis, the OMol25 dataset).

XYZ file:
```
35
Properties=species:S:1:pos:R:3:nbo_charge:R:1
S 2.714 3.071 0.013 1.26
P -1.019 -1.902 1.572 0.54
O -0.594 0.966 -0.599 -0.57
O 2.507 2.090 1.108 -0.99
N -2.148 -4.180 0.584 -0.63
C 1.102 -0.627 -0.055 -0.45
C 3.585 4.460 0.748 -0.83
C 0.629 -1.139 1.321 -0.71
C -1.940 1.128 -0.982 -0.25
C -0.929 -3.365 0.450 -0.51
C 1.155 3.926 -0.222 -0.84
C 0.038 -0.225 -1.045 -0.06
C -2.844 -4.416 -0.679 -0.41
H -0.780 -3.077 -0.594 0.19
H 0.803 4.297 0.740 0.23
H 1.769 -1.360 -0.517 0.20
H -0.048 -3.947 0.743 0.20
H -1.809 -1.101 0.718 -0.06
H 0.450 3.198 -0.621 0.26
H 0.723 -0.342 2.061 0.25
H -2.783 -3.707 1.214 0.35
H -2.584 1.117 -0.099 0.18
H 4.585 4.121 1.011 0.24
H -2.063 2.093 -1.482 0.18
H -2.261 0.348 -1.677 0.17
H 1.301 4.745 -0.927 0.22
H 0.513 -0.041 -2.019 0.17
H 1.712 0.255 0.153 0.26
H 1.303 -1.934 1.660 0.23
H -3.534 -5.256 -0.571 0.20
H -3.415 -3.548 -1.033 0.17
H 3.649 5.272 0.023 0.23
H 3.052 4.779 1.643 0.23
H -0.715 -1.005 -1.192 0.16
H -2.123 -4.693 -1.449 0.19
```

Values from the calculation:
F_max = 0.319 eV Å⁻¹
Multiplicity = 1
Orbital gap = 9.278 eV
HOMO level = -8.6 eV
Charge = 0


# C17H25N5O4S

A single C17H25N5O4S molecule (the ωB97M-V functional and the def2-TZVPD basis, the OMol25 dataset).

XYZ file:
```
52
Properties=species:S:1:pos:R:3:nbo_charge:R:1
S 1.051 -2.133 1.185 0.31
O 1.014 2.882 5.468 -0.52
O 0.594 -0.347 -4.308 -0.63
O 2.015 0.518 1.546 -0.63
O -2.597 2.605 -2.949 -0.64
N -1.009 1.121 -3.588 -0.45
N -1.716 1.273 -1.343 -0.41
N -0.599 -0.260 0.162 -0.55
N 0.670 1.279 3.176 -0.44
N 0.749 -1.217 -1.346 -0.32
C -1.823 1.724 -2.643 0.79
C -2.525 1.859 -0.298 -0.41
C 0.530 1.567 5.581 -0.08
C 0.115 -3.695 -3.018 -0.41
C -0.216 1.135 4.308 -0.24
C 1.197 2.628 3.063 -0.26
C 0.357 -1.153 -0.061 0.26
C -1.168 1.628 -4.941 -0.42
C -0.827 0.289 -1.049 0.37
C 1.758 -2.073 -1.909 -0.23
C 0.554 -1.081 2.576 -0.63
C -0.016 -0.284 -2.017 -0.10
C 1.161 0.306 2.382 0.69
C -1.245 -3.570 -2.338 -0.60
C 1.893 3.010 4.372 -0.08
C -0.065 0.106 -3.389 0.66
C 1.293 -3.525 -2.053 -0.40
H -0.939 2.693 -4.967 0.21
H 2.011 -1.665 -2.889 0.25
H 0.933 -1.562 3.478 0.25
H 2.206 4.055 4.352 0.20
H 0.366 3.316 2.874 0.20
H 0.175 -4.685 -3.475 0.20
H -0.141 1.559 6.440 0.20
H 2.774 2.367 4.518 0.17
H -3.182 1.102 0.130 0.21
H 2.149 -4.092 -2.421 0.22
H 2.635 -2.034 -1.254 0.22
H -2.197 1.485 -5.271 0.21
H 1.365 0.871 5.764 0.16
H -0.565 0.111 4.416 0.22
H -2.040 -3.746 -3.059 0.21
H -0.534 -1.043 2.580 0.26
H 1.031 -3.919 -1.068 0.20
H -1.339 -4.302 -1.538 0.20
H 1.897 2.653 2.228 0.25
H 0.196 -2.957 -3.818 0.22
H -1.394 -2.581 -1.913 0.20
H -1.079 1.796 4.161 0.20
H -0.483 1.076 -5.580 0.24
H -3.113 2.659 -0.744 0.25
H -1.877 2.252 0.485 0.21
```

Values from the calculation:
F_max = 1.325 eV Å⁻¹
SMILES = CCCCn1c(SCC(=O)N2CCOCC2)nc2c1c(=O)n(C)c(=O)n2C
Multiplicity = 1
Orbital gap = 8.373 eV
HOMO level = -8.0 eV
Energy above the lowest of the compared OMol25 structures with the same formula, charge and spin = 16.7 kcal/mol
Charge = 0


# C6H9N3O2S2

A molecular structure, C6H9N3O2S2 (the ωB97M-V functional and the def2-TZVPD basis, the OMol25 dataset).

XYZ file:
```
22
Properties=species:S:1:pos:R:3:nbo_charge:R:1
S -0.275 2.472 -0.449 0.36
S -3.078 1.079 -0.956 0.32
O 2.693 0.477 1.340 -0.58
O 1.214 0.246 -0.555 -0.55
N -2.345 -0.548 0.961 -0.31
N -4.646 -1.005 0.495 -0.84
N -1.387 0.305 0.688 -0.29
C 3.263 -1.245 -1.005 -0.64
C -1.597 1.251 -0.176 -0.18
C 1.672 0.911 0.688 0.80
C -3.450 -0.412 0.167 0.25
C 0.833 2.145 0.779 -0.73
C 1.849 -1.062 -0.714 -0.14
H 1.687 -1.636 0.295 0.19
H 3.972 -1.443 0.171 0.25
H 3.476 -0.018 -1.568 0.22
H -5.564 -0.866 -0.242 0.42
H -4.515 -2.044 0.899 0.43
H 0.213 2.050 1.840 0.29
H 1.477 3.049 0.668 0.28
H 1.271 -1.417 -1.546 0.19
H 3.237 -2.289 -1.780 0.24
```

Values from the calculation:
F_max = 6.641 eV Å⁻¹
Multiplicity = 1
Orbital gap = 8.417 eV
HOMO level = -8.2 eV
Energy above the lowest of the compared OMol25 structures with the same formula, charge and spin = 139.4 kcal/mol
Charge = 0